{
  "formula": "C3H12N2O",
  "method": "the ωB97M-V functional and the def2-TZVPD basis",
  "e_homo_ev": -8.48,
  "largest_force_ha_per_bohr": 0.0497,
  "smiles": "CCNCN.O",
  "species": ["C", "C", "N", "C", "N", "H", "H", "H", "H", "H", "H", "H", "H", "H", "H", "H", "H", "O"],
  "coordinates": [[-0.823896, -2.134740, 0.986336], [0.040616, -1.362656, -0.020069], [-0.564416, -0.196839, -0.586444], [-0.726355, 0.963768, 0.326129], [0.557701, 1.445729, 0.809693], [-1.876261, -1.967803, 0.739631], [-0.606403, -1.838242, 2.022451], [-0.688953, -3.219711, 0.876575], [1.081386, -1.325486, 0.348389], [0.147733, -2.097356, -0.839158], [-0.333681, 0.034591, -1.534148], [-1.341045, 0.600320, 1.156982], [-1.305664, 1.642219, -0.302672], [0.862895, 0.972991, 1.640795], [1.265061, 1.537982, 0.097230], [1.694627, 1.780564, -2.417428], [0.859945, 2.652839, -1.485573], [1.756710, 2.511831, -1.818719]],
  "forces_ev_per_a": [[-0.2, 0.3, 0.2], [0.5, -2.2, -1.2], [-0.9, 0.4, 1.2], [1.1, -1.8, -1.3], [-1.2, 0.9, 0.4], [0.0, 0.2, 0.2], [-0.3, -0.2, -0.2], [0.3, 0.3, 0.2], [-0.2, 0.7, 0.2], [0.0, 0.5, -0.1], [0.3, 0.0, 0.0], [0.1, 0.4, 0.0], [0.2, 0.6, 0.5], [0.2, -0.1, 0.0], [0.1, -0.2, 0.2], [-0.1, -0.6, -0.6], [0.2, 0.1, -0.2], [-0.1, 0.6, 0.6]],
  "lowdin_charge": [-0.11, -0.34, -0.10, -0.29, 0.02, 0.07, 0.06, 0.07, 0.10, 0.11, 0.09, 0.11, 0.10, 0.06, 0.03, 0.03, 0.03, -0.05]
}

{
  "formula": "C3H12N2O",
  "method": "the ωB97M-V functional and the def2-TZVPD basis",
  "e_homo_ev": -8.81,
  "largest_force_ha_per_bohr": 0.0610,
  "smiles": "NCCCN.O",
  "species": ["N", "C", "C", "C", "N", "H", "H", "H", "H", "H", "H", "H", "H", "H", "H", "H", "H", "O"],
  "coordinates": [[-0.508079, 1.065737, -1.723763], [-1.184072, -0.079429, -1.073500], [-1.046094, -0.176881, 0.434474], [-1.290724, -1.698731, 1.019305], [-1.082825, -1.780588, 2.524651], [-0.872804, 2.026879, -1.498534], [0.485276, 1.087564, -1.813512], [-2.200502, 0.087700, -1.231718], [-0.864216, -1.052663, -1.524912], [-1.806910, 0.471680, 1.028118], [-0.011537, -0.008304, 0.586852], [-2.282788, -2.020583, 0.628610], [-0.479281, -2.486388, 0.627549], [-1.903986, -2.159125, 2.961081], [-0.891145, -0.790410, 2.841063], [4.995058, 1.768120, -0.674484], [3.825498, 2.715859, -0.513203], [4.283626, 2.136735, -1.163100]],
  "forces_ev_per_a": [[-1.4, 1.0, 0.1], [1.3, 0.3, 0.0], [-1.3, -2.3, 1.6], [1.9, -0.2, -0.7], [0.2, 2.0, -1.5], [0.5, -1.8, -0.1], [0.5, -0.3, 0.3], [-1.8, -0.2, -0.9], [-0.2, 0.9, 0.1], [1.7, -0.7, -1.0], [0.9, 0.8, 1.0], [0.5, 0.0, 0.7], [-1.8, 2.0, 0.1], [-0.3, 0.2, 0.4], [-0.6, -1.7, -0.1], [1.1, -0.6, 0.6], [0.4, -0.6, -0.7], [-1.5, 1.2, 0.1]],
  "lowdin_charge": [-0.02, -0.31, -0.21, -0.27, -0.05, 0.09, 0.04, 0.08, 0.13, 0.13, 0.07, 0.09, 0.13, 0.04, 0.07, 0.01, 0.05, -0.06]
}

{
  "formula": "C3H12N2O",
  "method": "the ωB97M-V functional and the def2-TZVPD basis",
  "e_homo_ev": -8.94,
  "largest_force_ha_per_bohr": 0.0238,
  "smiles": "CCO.NCN",
  "species": ["C", "O", "C", "H", "H", "H", "H", "H", "H", "N", "C", "N", "H", "H", "H", "H", "H", "H"],
  "coordinates": [[-2.550333, 3.218805, 1.189163], [-2.863047, 3.499883, -0.150847], [-3.629812, 2.374690, 1.844908], [-1.576765, 2.712018, 1.274723], [-2.411557, 4.114182, 1.815714], [-2.054784, 3.625288, -0.649822], [-3.669797, 1.386444, 1.400968], [-3.393419, 2.312244, 2.903303], [-4.605832, 2.836592, 1.709443], [2.707772, -3.613957, -2.045649], [2.751776, -2.540265, -1.076527], [3.419434, -2.742110, 0.195761], [3.624370, -3.882531, -2.375780], [2.235295, -4.441862, -1.707136], [3.271582, -1.704384, -1.547159], [1.735062, -2.204044, -0.876885], [2.970092, -3.387136, 0.826220], [4.409102, -2.916459, 0.128371]],
  "forces_ev_per_a": [[0.6, -0.2, 1.0], [-0.3, 0.1, -0.2], [0.2, 0.3, -0.5], [-0.2, -0.2, -0.2], [-0.2, 0.3, -0.4], [0.1, 0.1, 0.0], [0.0, -0.2, 0.0], [-0.2, -0.2, 0.1], [0.0, 0.1, 0.1], [-0.2, -0.1, -0.2], [0.4, 0.2, 0.1], [-0.2, 0.3, 0.2], [0.0, 0.0, 0.1], [0.0, 0.0, 0.1], [-0.1, 0.0, -0.1], [0.0, -0.1, 0.0], [0.0, -0.2, -0.1], [0.0, -0.2, -0.1]],
  "lowdin_charge": [-0.35, -0.07, -0.09, 0.11, 0.11, 0.08, 0.07, 0.07, 0.07, -0.02, -0.39, -0.01, 0.05, 0.06, 0.10, 0.10, 0.05, 0.05]
}

{
  "formula": "C3H12N2O",
  "method": "the ωB97M-V functional and the def2-TZVPD basis",
  "e_homo_ev": -8.73,
  "largest_force_ha_per_bohr": 0.0327,
  "smiles": "CCNCN.O",
  "species": ["C", "C", "N", "C", "N", "H", "H", "H", "H", "H", "H", "H", "H", "H", "H", "H", "H", "O"],
  "coordinates": [[-1.620665, 0.347388, -0.984928], [-0.111137, 0.402902, -0.811927], [0.282282, 0.907478, 0.515414], [-0.331757, 0.265099, 1.633828], [-0.151163, -1.199584, 1.819139], [-2.064619, 1.321254, -0.753556], [-2.046967, -0.455551, -0.385778], [-1.968829, 0.169020, -2.005351], [0.176114, -0.649393, -0.950458], [0.439123, 1.043491, -1.496202], [1.289034, 0.819275, 0.518493], [-1.386883, 0.507974, 1.717152], [0.125221, 0.687509, 2.531286], [-1.033208, -1.685891, 1.794311], [0.436126, -1.587393, 1.090581], [3.136348, 0.349211, -1.375949], [2.153401, -0.798746, -1.789179], [2.677580, -0.444043, -1.066875]],
  "forces_ev_per_a": [[-0.3, 1.0, -0.5], [-0.5, -0.6, 0.6], [-0.4, -0.3, -1.1], [0.6, -0.4, 1.5], [0.0, 0.2, -0.5], [-0.1, -0.2, 0.4], [-0.1, 0.2, 0.2], [0.5, -0.2, -0.1], [0.5, 0.1, -0.1], [-0.4, -0.1, -0.5], [0.1, 0.0, 0.5], [-0.2, 0.0, -0.3], [0.0, 0.4, -0.1], [-0.1, -0.1, -0.1], [0.0, 0.0, 0.1], [-0.2, -0.4, -0.2], [0.1, 0.2, -0.2], [0.4, 0.1, 0.3]],
  "lowdin_charge": [-0.11, -0.31, -0.07, -0.33, 0.01, 0.08, 0.06, 0.07, 0.08, 0.11, 0.08, 0.10, 0.10, 0.05, 0.05, 0.05, 0.03, -0.06]
}

{
  "formula": "C3H12N2O2",
  "method": "the ωB97M-V functional and the def2-TZVPD basis",
  "e_homo_ev": -9.23,
  "largest_force_ha_per_bohr": 0.0531,
  "smiles": "CC/N=C\\N.O.O",
  "species": ["C", "C", "N", "C", "N", "H", "H", "H", "H", "H", "H", "H", "H", "H", "H", "O", "H", "H", "O"],
  "coordinates": [[-1.343800, 1.555176, 0.541520], [-0.338907, 0.402152, 0.495759], [0.872616, -2.170743, 0.065941], [-0.371684, -1.775504, -0.431852], [-1.042514, -0.784178, 0.005108], [-1.549019, 1.955421, -0.459463], [-2.329828, 1.180493, 0.825242], [-1.049150, 2.423032, 1.125344], [0.433464, 0.707256, -0.210463], [-0.029306, 0.192557, 1.528607], [1.430852, -1.369799, 0.324349], [1.357147, -2.838989, -0.512988], [-0.948509, -2.577649, -0.890028], [5.076476, 2.428874, -2.369861], [4.130266, 2.228309, -3.459107], [4.388765, 1.800440, -2.631419], [-2.237254, -0.970101, 1.609249], [-3.678756, -1.137032, 2.073998], [-2.770860, -1.249716, 2.370064]],
  "forces_ev_per_a": [[-0.7, 0.2, -0.9], [-1.2, 0.0, 0.6], [-0.3, 0.8, -1.2], [-0.7, -1.0, 2.4], [0.3, 0.7, -1.9], [0.3, -0.2, -0.1], [0.2, 0.1, 0.5], [0.1, -0.2, 0.4], [0.6, -0.3, 0.4], [0.7, 0.2, -0.2], [0.4, -0.2, 0.1], [0.2, 0.0, 0.0], [0.2, 0.0, -0.3], [0.0, -0.4, 0.4], [-0.4, -0.4, 0.0], [0.3, 0.8, -0.4], [-0.1, -0.3, -0.1], [0.0, 0.0, 0.0], [0.0, 0.1, 0.1]],
  "lowdin_charge": [-0.11, -0.30, 0.10, -0.27, -0.03, 0.07, 0.06, 0.07, 0.11, 0.12, 0.07, 0.08, 0.11, 0.03, 0.03, -0.07, -0.03, 0.03, -0.08]
}

{
  "formula": "C3H12N2O2",
  "method": "the ωB97M-V functional and the def2-TZVPD basis",
  "e_homo_ev": -8.63,
  "largest_force_ha_per_bohr": 0.0247,
  "smiles": "NCNCCO.O",
  "species": ["C", "C", "O", "N", "C", "N", "H", "H", "H", "H", "H", "H", "H", "H", "H", "H", "H", "H", "O"],
  "coordinates": [[-0.475769, 0.353829, 0.618648], [0.655899, 1.392410, 0.951291], [1.929620, 0.771096, 1.122782], [0.012291, -1.016272, 0.611811], [-0.762737, -1.889703, -0.286111], [-2.069379, -2.061130, 0.226636], [-1.245933, 0.455548, 1.376778], [-0.910927, 0.702277, -0.329265], [0.352493, 1.909610, 1.847893], [0.750024, 2.043724, 0.084312], [2.170831, 0.795751, 2.050469], [0.967690, -0.991998, 0.233200], [-0.794101, -1.492044, -1.306285], [-0.193140, -2.822852, -0.321175], [-2.089987, -2.249878, 1.209107], [-2.903258, -1.911417, -0.298304], [1.702768, 1.323884, -2.231534], [1.555361, 2.470036, -3.232653], [1.348257, 2.217127, -2.327598]],
  "forces_ev_per_a": [[0.4, 0.7, 0.3], [-0.3, -1.1, -0.5], [0.1, 0.2, 0.0], [0.5, 0.0, -1.1], [0.6, 0.3, 0.3], [0.0, -0.3, 0.1], [-0.3, -0.1, 0.0], [-0.1, -0.4, -0.1], [0.1, 0.5, 0.2], [0.0, 0.3, 0.3], [0.0, -0.1, 0.0], [-0.3, -0.1, 0.5], [-0.3, 0.1, -0.1], [0.0, -0.2, -0.1], [-0.5, 0.0, 0.1], [0.0, 0.1, 0.0], [0.0, 0.2, 0.0], [0.0, 0.0, 0.0], [0.0, -0.2, 0.0]],
  "lowdin_charge": [-0.22, -0.22, -0.08, -0.07, -0.35, 0.01, 0.09, 0.11, 0.11, 0.09, 0.08, 0.10, 0.11, 0.10, 0.07, 0.06, 0.04, 0.04, -0.06]
}

Computed values of energy relative to the best compared isomer or geometry (same formula, charge and spin) (unit: kcal/mol) for the preceding records, in sequence: 15.86 31.12 12.94 13.92 32.39 40.94.